{"formula": "C31H58AlN6O", "method": "ωB97M-V/def2-TZVPD", "relative_energy_kcal_mol": 4.1, "gap_ev": 6.18, "total_charge": -1, "homo_ha": -0.1469, "total_energy_ev": -50673.4932, "elements": ["C", "C", "C", "C", "C", "C", "Al", "C", "C", "O", "N", "C", "C", "C", "H", "H", "H", "H", "H", "H", "H", "H", "H", "H", "H", "H", "H", "H", "H", "H", "H", "H", "H", "H", "H", "H", "H", "C", "C", "C", "C", "N", "H", "H", "H", "H", "H", "H", "H", "C", "C", "C", "C", "N", "H", "H", "H", "H", "H", "H", "H", "C", "C", "C", "C", "N", "H", "H", "H", "H", "H", "H", "H", "C", "C", "C", "C", "N", "H", "H", "H", "H", "H", "H", "H", "C", "C", "C", "C", "N", "H", "H", "H", "H", "H", "H", "H"], "positions_angstrom": [[-6.060, 1.957, 0.953], [-4.844, 2.778, 0.518], [-3.886, 1.999, -0.408], [-2.669, 1.451, 0.340], [-1.582, 0.845, -0.568], [-1.016, -0.513, -0.107], [-0.701, -0.760, 1.876], [0.326, -2.534, 2.043], [0.104, -3.396, 3.227], [-0.493, -3.121, 4.241], [0.440, 0.591, 2.571], [0.080, 1.601, 3.233], [-1.291, 1.794, 3.886], [1.038, 2.764, 3.489], [-6.783, 2.577, 1.495], [-5.751, 1.167, 1.645], [-6.567, 1.501, 0.099], [-4.291, 3.049, 1.427], [-5.162, 3.721, 0.060], [-4.454, 1.153, -0.815], [-3.564, 2.632, -1.241], [-2.233, 2.292, 0.898], [-3.007, 0.712, 1.074], [-0.737, 1.541, -0.616], [-1.974, 0.783, -1.597], [-1.705, -1.328, -0.390], [-0.065, -0.675, -0.629], [-2.145, -0.942, 2.604], [1.411, -2.386, 1.935], [0.034, -3.150, 1.175], [0.548, -4.421, 3.172], [-1.647, 0.855, 4.316], [-1.249, 2.560, 4.668], [-2.040, 2.117, 3.153], [0.822, 3.601, 2.819], [0.953, 3.129, 4.517], [2.059, 2.407, 3.333], [-2.918, 4.552, 7.240], [-1.605, 4.066, 7.838], [-0.471, 5.088, 7.685], [-0.156, 5.336, 6.280], [0.097, 5.527, 5.177], [-2.823, 4.717, 6.166], [-3.706, 3.815, 7.392], [-3.238, 5.489, 7.702], [-1.308, 3.128, 7.364], [-1.732, 3.859, 8.902], [0.433, 4.730, 8.181], [-0.743, 6.036, 8.154], [-1.198, -1.484, -5.727], [-1.374, -1.938, -4.282], [-2.842, -2.023, -3.858], [-3.520, -0.729, -3.920], [-4.049, 0.285, -4.012], [-1.589, -0.476, -5.874], [-0.142, -1.472, -6.001], [-1.717, -2.152, -6.419], [-0.844, -1.262, -3.609], [-0.927, -2.925, -4.150], [-2.917, -2.410, -2.841], [-3.384, -2.713, -4.509], [5.416, -0.671, 0.258], [4.015, -1.212, 0.003], [3.904, -2.718, 0.258], [4.724, -3.495, -0.673], [5.363, -4.106, -1.407], [6.151, -1.122, -0.414], [5.441, 0.409, 0.104], [5.734, -0.866, 1.285], [3.713, -0.996, -1.021], [3.299, -0.709, 0.653], [2.866, -3.040, 0.143], [4.202, -2.964, 1.279], [2.721, -6.943, -3.854], [1.827, -6.107, -4.761], [1.883, -4.614, -4.423], [1.385, -4.337, -3.077], [0.993, -4.121, -2.021], [2.405, -6.868, -2.813], [2.686, -7.995, -4.141], [3.759, -6.611, -3.912], [0.794, -6.455, -4.691], [2.133, -6.229, -5.802], [1.290, -4.034, -5.133], [2.910, -4.250, -4.489], [2.435, 1.428, -4.822], [2.398, 2.711, -4.002], [3.101, 2.565, -2.648], [2.439, 1.573, -1.804], [1.922, 0.787, -1.145], [1.914, 0.621, -4.306], [1.953, 1.573, -5.790], [3.464, 1.107, -5.002], [1.363, 3.015, -3.837], [2.884, 3.520, -4.553], [3.113, 3.517, -2.117], [4.141, 2.263, -2.790]]}